{"formula": "C4H11NO", "method": "ωB97M-V/def2-TZVPD", "molar_mass_g_mol": 89.14, "de_lowest_kj_mol": 60.9, "homo_energy_ev": -9.79, "gap_ev": 10.5, "spin_multiplicity": 1, "e_tot_ev": -7863.9220, "species": ["C", "C", "N", "O", "H", "H", "H", "H", "H", "C", "C", "H", "H", "H", "H", "H", "H"], "positions_angstrom": [[2.04337, 0.12757, -0.25471], [1.19718, -0.95720, -0.91081], [0.83426, -1.98420, -0.10683], [0.91652, -0.87983, -2.08441], [2.05583, 0.03082, 0.84373], [1.73166, 1.16678, -0.27366], [3.02712, 0.09200, -0.71861], [0.20419, -2.73186, -0.31713], [1.03811, -1.99552, 0.87221], [-2.00781, 2.11433, 0.79725], [-2.56113, 1.21143, 1.93834], [-2.73726, 2.91903, 0.68901], [-0.97191, 2.37241, 0.96460], [-2.07774, 1.54171, -0.12611], [-3.29390, 0.48942, 1.58869], [-2.97180, 1.67905, 2.83562], [-1.67271, 0.73187, 2.37245]]}

---

{"formula": "C28H47GeSi", "method": "ωB97M-V/def2-TZVPD", "molar_mass_g_mol": 484.38, "total_charge": 1, "homo_energy_ev": -11.07, "gap_ev": 5.8, "spin_multiplicity": 1, "e_tot_ev": -94185.8325, "species": ["C", "Si", "C", "H", "C", "Ge", "C", "C", "C", "H", "H", "H", "H", "H", "H", "H", "H", "H", "H", "H", "H", "H", "H", "H", "H", "H", "C", "C", "C", "C", "C", "C", "C", "C", "C", "C", "C", "C", "C", "C", "C", "C", "C", "C", "C", "C", "C", "C", "H", "H", "H", "H", "H", "H", "H", "H", "H", "H", "H", "H", "H", "H", "H", "H", "H", "H", "H", "H", "H", "H", "H", "H", "H", "H", "H", "H", "H"], "positions_angstrom": [[5.67772, 4.38371, 1.60725], [4.28322, 5.65367, 1.40582], [4.22009, 6.35142, -0.37030], [2.84870, 5.04472, 1.85629], [5.00312, 7.27577, 2.21629], [3.81093, 8.69323, 2.89298], [4.73458, 10.01122, 4.02353], [2.97517, 9.66277, 1.40813], [2.54208, 7.68306, 3.98012], [6.66804, 4.86585, 1.56258], [5.62664, 3.84375, 2.56420], [5.65806, 3.61174, 0.82736], [5.24606, 6.57714, -0.72709], [3.75057, 5.64985, -1.07362], [3.64035, 7.28749, -0.41811], [5.69368, 7.04866, 3.04754], [5.59606, 7.78368, 1.42440], [3.99556, 10.65142, 4.52627], [5.33587, 9.49432, 4.78093], [5.38891, 10.63960, 3.40554], [2.04884, 10.13803, 1.75401], [3.66363, 10.44579, 1.06451], [2.75634, 8.97442, 0.58643], [1.76362, 8.33994, 4.38563], [2.09119, 6.90382, 3.35531], [3.08555, 7.20599, 4.80538], [-5.19139, 6.63970, 7.25627], [-3.98406, 6.08874, 6.56959], [-3.40214, 6.77758, 5.51086], [-2.20060, 6.35800, 4.93930], [-1.57926, 7.27540, 3.92918], [-1.60093, 5.14398, 5.33574], [-0.23243, 4.67306, 4.77547], [0.89717, 5.34732, 5.55947], [-0.06054, 4.64350, 3.19771], [-1.02919, 3.66070, 2.66856], [-1.64689, 3.24912, 1.46554], [-2.80607, 2.38328, 1.60222], [-3.32822, 1.97415, 2.94738], [-3.47192, 1.92618, 0.48278], [-3.05564, 2.25079, -0.80997], [-3.83526, 1.67414, -1.95184], [-1.94612, 3.08545, -0.96526], [-1.23426, 3.58526, 0.11954], [-0.06809, 4.48761, -0.09583], [-2.20878, 4.43724, 6.40002], [-1.59936, 3.18564, 6.95798], [-3.38638, 4.89623, 6.98585], [-5.49853, 5.96599, 8.06194], [-4.98245, 7.63190, 7.68114], [-6.02276, 6.75906, 6.55001], [-3.87562, 7.69874, 5.14850], [-0.50718, 7.46871, 4.12679], [-1.69899, 6.89564, 2.89614], [-2.10144, 8.25139, 3.96691], [-0.13250, 3.61048, 5.05406], [0.74377, 5.17651, 6.63662], [1.87536, 4.92935, 5.29088], [0.93264, 6.43336, 5.41597], [-0.14768, 5.64013, 2.73284], [0.97242, 4.30503, 2.99106], [-1.45483, 3.14206, 3.53008], [-4.26260, 1.41519, 2.82837], [-2.62529, 1.32331, 3.48364], [-3.54802, 2.84670, 3.57502], [-4.35044, 1.30173, 0.59333], [-3.43034, 1.99533, -2.92294], [-3.82957, 0.57056, -1.91155], [-4.89928, 1.96463, -1.89398], [-1.63064, 3.35415, -1.98096], [0.23295, 4.43421, -1.14603], [-0.33930, 5.52978, 0.11463], [0.78459, 4.21585, 0.52932], [-2.17217, 2.89540, 7.84331], [-1.64481, 2.34844, 6.24829], [-0.56004, 3.33674, 7.27060], [-3.83128, 4.32269, 7.80832]]}

---

{"formula": "C5H15N2O", "method": "ωB97M-V/def2-TZVPD", "molar_mass_g_mol": 119.19, "de_lowest_kj_mol": 541.5, "total_charge": 1, "homo_energy_ev": -11.97, "gap_ev": 4.1, "spin_multiplicity": 1, "e_tot_ev": -10444.9482, "species": ["N", "C", "C", "O", "C", "N", "C", "C", "H", "H", "H", "H", "H", "H", "H", "H", "H", "H", "H", "H", "H", "H", "H"], "positions_angstrom": [[2.80047, 2.53595, -3.64412], [0.78616, -0.02120, 1.10882], [1.52320, 0.05732, -0.13992], [1.39373, 1.33649, -0.74030], [-0.66820, 0.16471, 1.07723], [-1.41502, -1.06955, 0.84809], [-1.09054, -2.25377, 1.63373], [-2.86158, -0.85697, 0.72377], [3.03016, 2.04510, -4.48724], [2.44188, 3.43991, -3.88696], [2.31027, 1.94349, -3.01167], [1.25943, 0.13252, 2.07949], [2.58022, -0.19714, -0.08159], [1.05845, -0.62187, -0.87016], [1.54609, 2.09243, -0.15882], [-0.95567, 0.86908, 0.28482], [-0.98244, 0.67720, 2.00509], [-1.45209, -2.23477, 2.66491], [-1.58525, -3.06663, 1.10217], [-0.02027, -2.47391, 1.57430], [-3.29434, -0.27453, 1.53472], [-3.11484, -0.37459, -0.22195], [-3.28983, -1.84927, 0.60561]]}

---

{"formula": "C36H38N2O5S2", "method": "ωB97M-V/def2-TZVPD", "molar_mass_g_mol": 642.84, "homo_energy_ev": -7.87, "gap_ev": 5.4, "spin_multiplicity": 1, "e_tot_ev": -72830.9051, "species": ["C", "N", "C", "O", "C", "C", "C", "C", "C", "C", "C", "C", "N", "C", "C", "C", "C", "C", "C", "C", "C", "C", "C", "C", "C", "C", "H", "H", "H", "H", "H", "H", "H", "H", "H", "H", "H", "H", "H", "H", "H", "H", "H", "H", "H", "H", "H", "H", "H", "H", "H", "H", "H", "C", "C", "C", "C", "S", "C", "S", "C", "C", "C", "C", "C", "C", "O", "O", "O", "O", "C", "C", "H", "H", "H", "H", "H", "H", "H", "H", "H", "H", "H"], "positions_angstrom": [[-4.95105, -2.99338, -1.71833], [-4.29352, -1.97465, -0.93150], [-4.88317, -1.39904, 0.16122], [-5.99536, -1.66117, 0.61087], [-3.91038, -0.34014, 0.68758], [-3.54489, -0.43986, 2.17792], [-4.73334, -0.25190, 3.08990], [-4.98561, -1.17177, 4.11527], [-6.18849, -1.10367, 4.82406], [-7.10281, -0.07758, 4.55221], [-6.79618, 0.90195, 3.59827], [-5.58764, 0.83842, 2.89708], [-2.75069, -0.54469, -0.14797], [-1.70720, 0.32846, -0.07934], [-0.56799, 0.19538, -0.78996], [0.34280, 1.37303, -1.01590], [1.22855, 1.24376, -2.29184], [1.51334, 2.39582, -3.01770], [2.39656, 2.35370, -4.09925], [2.90117, 1.12480, -4.54157], [3.93440, 1.08497, -5.62764], [2.48776, -0.04853, -3.90080], [1.71909, 0.01129, -2.73690], [-2.94011, -1.51791, -1.22600], [-1.96153, -2.69983, -1.10671], [-2.86138, -0.87390, -2.61725], [-5.89558, -3.26461, -1.24571], [-5.14230, -2.63687, -2.73858], [-4.30797, -3.87723, -1.78574], [-4.33568, 0.66508, 0.49185], [-3.08593, -1.42395, 2.36776], [-2.76671, 0.31245, 2.40177], [-4.25279, -1.96258, 4.30170], [-6.40889, -1.86650, 5.57248], [-8.05442, -0.04621, 5.08228], [-7.49811, 1.70617, 3.37888], [-5.31711, 1.60403, 2.16409], [-1.88038, 1.20533, 0.55025], [-0.32132, -0.70144, -1.34786], [-0.31100, 2.24420, -1.18619], [1.06800, 3.34082, -2.69748], [2.68025, 3.27221, -4.60836], [3.87717, 0.14551, -6.18574], [3.80734, 1.92976, -6.30967], [4.95020, 1.15608, -5.21629], [2.79357, -1.02627, -4.28419], [1.54861, -0.89457, -2.14663], [-2.21338, -3.30098, -0.22044], [-2.04810, -3.32824, -2.00191], [-0.93058, -2.35847, -1.01210], [-3.64298, -0.10903, -2.69991], [-1.88526, -0.40762, -2.76853], [-3.02097, -1.64341, -3.38119], [7.71418, 1.54324, -1.46790], [6.98740, 2.73944, -1.34593], [5.80835, 2.74136, -0.60269], [5.32983, 1.53899, -0.10323], [3.52191, 1.41607, 0.11719], [1.07191, 1.87506, 0.11973], [0.99230, 1.49166, 1.86501], [1.67065, -0.08284, 2.55833], [0.98324, -1.29472, 2.41604], [1.36939, -2.40928, 3.17202], [2.41874, -2.30964, 4.09313], [3.07929, -1.08789, 4.25649], [2.69356, 0.02483, 3.50447], [1.88596, 2.51527, 2.39102], [-0.39920, 1.46513, 2.28134], [3.22898, 2.60261, -0.71296], [3.15600, 0.11404, -0.45845], [6.08977, 0.37555, -0.09155], [7.30841, 0.38556, -0.78255], [8.62542, 1.51779, -2.08526], [7.31676, 3.66692, -1.82498], [5.25602, 3.66464, -0.42019], [1.30669, 2.94334, 0.02146], [0.13767, -1.36048, 1.73262], [0.84723, -3.36098, 3.04401], [2.73171, -3.18272, 4.67523], [3.89318, -0.98851, 4.97581], [3.16371, 0.98642, 3.68013], [5.72504, -0.49751, 0.44957], [7.91790, -0.52053, -0.79815]]}

---

{"formula": "C47H37N8O2SV", "method": "ωB97M-V/def2-TZVPD", "molar_mass_g_mol": 828.88, "s2": 3.807, "de_lowest_kj_mol": 267.2, "total_charge": 1, "homo_energy_ev": [-8.94, -9.27], "gap_ev": [6.0, 5.5], "spin_multiplicity": 4, "e_tot_ev": -101876.0975, "species": ["V", "C", "C", "C", "C", "C", "C", "N", "C", "C", "C", "C", "C", "N", "C", "C", "C", "C", "C", "C", "N", "H", "H", "H", "H", "H", "H", "H", "H", "H", "H", "H", "H", "H", "H", "H", "C", "C", "C", "C", "N", "C", "C", "C", "C", "C", "C", "N", "C", "C", "C", "C", "C", "N", "H", "H", "H", "H", "H", "H", "H", "H", "H", "H", "H", "O", "S", "O", "N", "C", "C", "C", "C", "C", "C", "C", "C", "N", "C", "C", "C", "C", "C", "C", "C", "H", "H", "H", "H", "H", "H", "H", "H", "H", "H", "H"], "positions_angstrom": [[-0.09913, 0.06684, -0.36163], [2.45055, -1.66559, 4.30439], [1.07597, -1.93243, 3.75837], [0.49007, -3.19006, 3.90067], [-0.80142, -3.38402, 3.44972], [-1.48563, -2.31690, 2.89049], [-0.81131, -1.11175, 2.74917], [0.44174, -0.92111, 3.16693], [-1.53362, 0.09654, 2.26399], [-2.65882, 0.48460, 2.97881], [-3.29997, 1.66035, 2.65110], [-2.77448, 2.44618, 1.64638], [-1.65808, 2.00548, 0.95462], [-1.06783, 0.81931, 1.22217], [-0.99911, 2.82490, -0.07442], [-1.35467, 4.15218, -0.27557], [-0.65381, 4.90272, -1.19633], [0.41565, 4.31468, -1.84201], [0.74397, 2.98650, -1.58298], [2.00443, 2.45973, -2.20414], [0.00953, 2.23534, -0.74509], [2.41197, -1.62276, 5.39494], [2.82287, -0.71275, 3.93682], [3.14505, -2.46259, 4.03256], [1.04168, -3.99423, 4.37011], [-1.27946, -4.35013, 3.54987], [-2.50134, -2.41655, 2.53373], [-3.00658, -0.13197, 3.79451], [-4.18743, 1.97396, 3.18341], [-3.25694, 3.37691, 1.39134], [-2.15504, 4.60054, 0.29287], [-0.91030, 5.93656, -1.38447], [1.01213, 4.87790, -2.54507], [2.32027, 3.12116, -3.00811], [1.89984, 1.46136, -2.60187], [2.79370, 2.43952, -1.44785], [-3.31484, 1.67436, -3.70041], [-2.82935, 1.03306, -4.82556], [-1.68325, 0.26808, -4.71392], [-1.06921, 0.13965, -3.47153], [-1.55857, 0.74106, -2.37858], [-2.63848, 1.50412, -2.50193], [0.21063, -0.56959, -3.29306], [0.88434, -1.18666, -4.33958], [2.16317, -1.67213, -4.13377], [2.76754, -1.48563, -2.90044], [2.04399, -0.85741, -1.90445], [0.76787, -0.47721, -2.07368], [2.55602, -0.57834, -0.52078], [4.00518, -0.30114, -0.38632], [4.43787, 0.48387, 0.61685], [3.49612, 1.15925, 1.46162], [2.17630, 1.09927, 1.14273], [1.67888, 0.37128, 0.11563], [-4.19788, 2.29584, -3.74223], [-3.32324, 1.13613, -5.78240], [-1.27405, -0.21138, -5.59121], [-2.99479, 1.98638, -1.60656], [0.42738, -1.28116, -5.31280], [2.70205, -2.15484, -4.93771], [3.77944, -1.82066, -2.73103], [4.69522, -0.77832, -1.06928], [5.49739, 0.65093, 0.76281], [3.83480, 1.78005, 2.27761], [1.45225, 1.68325, 1.69674], [-3.90809, -1.89098, 0.93184], [-3.36268, -1.17047, -0.19157], [-3.56454, 0.25519, -0.17788], [-1.76614, -1.45002, -0.36628], [-1.37728, -2.77615, -0.36977], [-2.16242, -3.92761, -0.47261], [-1.57100, -5.18075, -0.60110], [-0.19109, -5.34720, -0.62990], [0.63053, -4.25609, -0.42564], [2.07225, -4.29672, -0.45515], [2.78741, -3.20809, -0.14749], [2.12837, -1.96408, 0.29576], [0.71871, -1.91190, 0.18405], [0.03670, -2.97163, -0.21154], [-4.17882, -1.80367, -1.65116], [-3.48509, -1.99393, -2.83371], [-4.14213, -2.52795, -3.93070], [-5.48257, -2.87574, -3.83323], [-6.17020, -2.68357, -2.64274], [-5.51816, -2.14637, -1.54367], [-3.23695, -3.86109, -0.45506], [-2.21175, -6.04704, -0.70370], [0.24207, -6.32631, -0.79144], [2.55823, -5.22286, -0.73987], [3.87110, -3.21541, -0.16835], [2.46101, -1.67834, 1.29863], [-2.43367, -1.75673, -2.88055], [-3.60477, -2.68993, -4.85644], [-5.99010, -3.31528, -4.68197], [-7.21253, -2.96315, -2.56733], [-6.02415, -2.00387, -0.59715]]}

---

{"formula": "C6H9NO", "method": "ωB97M-V/def2-TZVPD", "molar_mass_g_mol": 111.14, "de_lowest_kj_mol": 367.9, "homo_energy_ev": -8.19, "gap_ev": 9.2, "spin_multiplicity": 1, "e_tot_ev": -9901.7908, "species": ["C", "C", "C", "C", "C", "C", "H", "H", "H", "H", "H", "H", "H", "H", "H", "N", "O"], "positions_angstrom": [[1.95019, -0.54496, 0.07260], [0.56783, 0.00635, 0.06638], [0.06577, 1.25087, -0.00356], [-1.40150, 0.99760, -0.10774], [-1.53278, -0.17413, 0.93921], [-0.62371, -0.86948, -0.13366], [2.85967, 0.73996, -1.05339], [1.95983, -1.41659, -0.61092], [2.16141, -0.94347, 1.10669], [0.56817, 2.17741, 0.36178], [-2.16645, 1.77852, -0.23521], [-2.54365, -0.63301, 0.97364], [-1.00458, -0.05372, 1.91374], [-0.46036, -1.97793, -0.22625], [-1.97206, -0.64618, -1.74741], [-1.35424, -0.13179, -1.16847], [2.92649, 0.44055, -0.14745]]}